Formula: C3H6N2O2
Source: the Open Molecules 2025 dataset
Level of theory: the ωB97M-V functional and the def2-TZVPD basis

```
13
C3H6N2O2, DFT the ωB97M-V functional and the def2-TZVPD basis
O 2.0697 -0.3325 0.3180
C 0.8736 -0.0449 0.0078
N -0.1019 -0.1459 1.1013
C -1.0067 0.8294 1.3416
O -1.6249 1.5219 0.5535
C 0.3330 -0.0587 -1.4268
N -0.4073 -1.3815 -1.6263
H 0.1850 -0.8654 1.7579
H -1.1758 0.9562 2.4431
H -0.4826 0.6647 -1.4417
H 1.1621 0.0922 -2.1057
H -0.7439 -1.4224 -2.5879
H 0.3001 -2.0940 -1.4841
```

Values from the calculation:
M in g mol⁻¹: 102.09
Highest occupied orbital energy (alpha / beta) in eV: 0.0568 / -4.0998
Total charge: -1
Energy relative to the best compared isomer or geometry (same formula, charge and spin) in kcal per mole: 15.0
<S²>: 0.76
2S+1: 2

Atomic partial charges in e from the natural (NBO) method, atoms 1 to 2: -0.79 0.35

Formula: C6H10O3
Source: the Open Molecules 2025 dataset
Level of theory: the ωB97M-V functional and the def2-TZVPD basis

```
19
C6H10O3, DFT the ωB97M-V functional and the def2-TZVPD basis
C -0.2223 -2.2673 1.9204
C -0.7422 -1.3824 1.0606
C 0.0903 -0.3437 0.1942
C 0.3799 -0.9623 -1.1699
O 1.2975 -0.0546 0.8636
O -0.7803 0.7642 0.1240
C -0.4099 1.9079 -0.6563
C 0.8215 2.3684 -0.8871
O -1.4712 2.5716 -1.2158
H -0.8581 -2.9530 2.4742
H 0.8491 -2.3416 2.0867
H -1.8167 -1.3755 0.8922
H 0.6519 -2.0206 -1.1007
H -0.4715 -0.8895 -1.8552
H 1.2228 -0.4712 -1.6664
H 1.0400 0.1703 1.7728
H 0.9621 3.2756 -1.4669
H 1.7092 1.9280 -0.4539
H -2.2520 2.0758 -0.9168
```

Values from the calculation:
M in g mol⁻¹: 130.14
Highest occupied orbital energy in eV: -8.7283
Structure (SMILES): C=C[C@](C)(O)OC(=C)O
Energy relative to the best compared isomer or geometry (same formula, charge and spin) in kcal per mole: 41.6

Atomic partial charges in e from the natural (NBO) method, atoms 1 to 2: -0.40 -0.21

Formula: C4H3ClFNS
Source: the Open Molecules 2025 dataset
Level of theory: the ωB97M-V functional and the def2-TZVPD basis

```
11
C4H3ClFNS, DFT the ωB97M-V functional and the def2-TZVPD basis
N 2.4493 0.8842 -1.4636
C 1.6567 0.3091 -0.8056
C 0.7884 -0.2363 0.2519
Cl 1.4787 -0.8981 1.8388
C -0.2525 0.8666 0.4522
F -0.1664 1.7517 -0.4542
C -0.6586 -0.4685 -0.1540
S -1.5933 -1.8297 0.3898
H -0.6334 1.2740 1.4953
H -0.5488 -0.3333 -1.2630
H -2.5200 -1.3197 -0.2876
```

Values from the calculation:
M in g mol⁻¹: 151.59
Highest occupied orbital energy in eV: -9.8127
Structure (SMILES): N#C[C@@]1(Cl)[C@@H](F)[C@@H]1S
Energy relative to the best compared isomer or geometry (same formula, charge and spin) in kcal per mole: 62.6

Atomic partial charges in e from the natural (NBO) method, atoms 1 to 2: -0.26 0.24

Formula: C39H49ClFHfN6O7S3
Source: the Open Molecules 2025 dataset
Level of theory: the ωB97M-V functional and the def2-TZVPD basis

```
107
C39H49ClFHfN6O7S3, DFT the ωB97M-V functional and the def2-TZVPD basis
Hf 1.9618 -0.1491 -0.4342
N -0.0369 -0.6983 -1.6794
C -1.0326 0.3739 -1.9491
C -0.5316 1.5828 -2.7646
C 0.7928 2.2506 -2.2570
O 1.1473 3.3060 -2.7663
O 1.4453 1.5857 -1.3387
H 0.3082 -1.0052 -2.6046
H -0.4724 -1.5204 -1.2536
H -1.3737 0.7909 -1.0069
H -1.9393 0.0060 -2.4767
H -1.3248 2.3246 -2.7969
H -0.3851 1.2592 -3.8140
C -0.2799 -4.1203 2.1326
O -0.2659 -3.5926 0.7813
C -0.1638 -4.5890 -0.2267
C 1.2051 -4.6303 -0.8620
O 1.3303 -3.5030 -1.7285
C 2.1505 -3.8010 -2.8539
H -1.3249 -4.4284 2.3680
H 0.0500 -3.3225 2.8088
H 0.4070 -4.9848 2.2318
H -0.9356 -4.4008 -0.9693
H -0.3660 -5.5779 0.1918
H 1.2695 -5.5455 -1.4460
H 2.0036 -4.6261 -0.1084
H 1.6696 -4.6303 -3.4437
H 3.1849 -4.0930 -2.5775
H 2.2137 -2.9022 -3.4687
S 5.6686 2.3892 1.2286
C 4.9275 3.1595 -0.0967
C 3.8197 2.5154 -0.5208
N 3.5693 1.3323 0.2318
C 4.5156 1.1700 1.1515
H 5.2659 4.1638 -0.3821
H 3.1524 2.8463 -1.3201
H 4.6364 0.2554 1.7249
O 5.2782 -2.2580 -2.3515
S 5.0182 -0.8382 -2.3461
O 5.5450 -0.0601 -1.2269
N 3.2924 -0.5335 -2.4317
C 2.9880 -0.3032 -3.7503
S 1.4777 -0.2847 -4.4973
C 4.1666 -0.0540 -4.6316
C 4.2148 0.3260 -6.0294
C 5.4206 0.5078 -6.6530
C 6.6149 0.2763 -5.9880
C 6.5976 -0.0943 -4.6549
C 5.3785 -0.2382 -4.0137
H 3.2984 0.5174 -6.5878
H 5.4184 0.7694 -7.7062
H 7.5587 0.4092 -6.5061
H 7.5531 -0.2910 -4.1266
F 5.4741 -3.4204 3.6441
C 4.5620 -2.9349 2.7489
C 4.6572 -3.3052 1.3911
C 3.7957 -2.6783 0.4877
C 2.8865 -1.7020 0.8573
C 2.7469 -1.4580 2.2462
C 3.5927 -2.0704 3.1934
H 5.3604 -4.0785 1.0884
H 3.8974 -3.0096 -0.5607
H 2.0199 -0.7689 2.6813
H 3.4371 -1.9286 4.2654
C -3.9464 -1.7216 2.3690
C -4.6596 -0.4632 2.8884
C -6.0931 -0.4228 2.3286
C -4.7915 -0.6552 4.4223
C -3.9152 0.9163 2.5796
O -4.5663 1.9298 3.3436
C -4.0355 1.2830 1.0366
C -3.5314 2.6934 0.5678
C -4.4658 3.8825 0.7282
C -5.6315 3.9823 -0.0259
C -6.4675 5.0967 0.0709
C -6.2123 6.0677 1.0595
Cl -7.4019 7.0808 1.6934
C -4.9385 6.0653 1.7114
C -4.1153 4.9840 1.5804
C -2.4621 0.7857 3.1335
N -1.3206 0.8921 2.1797
C -0.6302 -0.0063 1.4800
N 0.5099 0.5234 1.0165
C 0.4838 1.8006 1.5039
N -0.5996 2.0580 2.1850
H -4.6283 -2.5664 2.4967
H -3.0572 -1.9051 2.9594
H -3.7024 -1.6498 1.3015
H -6.6712 -1.1833 2.8621
H -6.1235 -0.5714 1.2355
H -6.5798 0.5167 2.5644
H -5.3772 -1.5174 4.6208
H -5.2643 0.2063 4.8706
H -3.8516 -0.8359 4.9436
H -4.7265 2.7021 2.7384
H -5.0550 1.1615 0.7008
H -3.4009 0.5729 0.4989
H -3.2048 2.6498 -0.4924
H -2.5962 2.9350 1.1224
H -5.9366 3.1725 -0.7080
H -7.3814 5.1772 -0.5089
H -4.7008 6.8541 2.4095
H -3.1432 4.9028 2.1459
H -2.3991 -0.1689 3.6920
H -2.2689 1.6053 3.8256
H -0.9245 -1.0134 1.3381
H 1.2715 2.4958 1.2840
```

Values from the calculation:
M in g mol⁻¹: 1043.00
Highest occupied orbital energy in eV: -10.6660
Total charge: +1
Energy relative to the best compared isomer or geometry (same formula, charge and spin) in kcal per mole: 0.0

Atomic partial charges in e from the Löwdin method, atoms 1 to 2: 1.78 -0.06